Here is C34H22BrN8S6Sr as an isolated structure in a non-equilibrium geometry from OMol25. Energies are from wB97M-V/def2-TZVPD.

Output
- calculated total energy (Eh) = -6740.9689
- frontier orbital gap (eV) = 4.9
- energy above the lowest of the compared OMol25 structures with the same formula, charge and spin (kJ/mol) = 9.0

ORCA input file:
```
! RIJCOSX wB97M-V def2-TZVPD def2/J DEFGRID3
* xyz -1 1
Sr -1.256 -0.555 0.139
Br 4.644 3.447 3.821
S -5.753 -3.266 -5.529
S -2.210 4.202 -1.645
S -1.745 -2.912 -1.361
S -3.470 -3.568 -3.675
S -5.305 -1.445 -3.276
S -3.932 -0.136 -1.038
N -1.292 2.174 -0.368
N 0.512 -0.854 2.506
N -0.219 -0.180 -2.317
N -1.753 -2.384 2.145
N 1.292 -1.664 -0.726
N -2.333 0.831 2.259
N 1.047 3.435 2.309
N -1.317 2.981 2.943
C 1.431 -0.146 -4.032
C 3.367 -2.636 -0.003
C 2.056 -2.361 0.133
C -1.074 -2.502 3.299
C 0.606 0.632 -4.843
C -3.994 -1.511 -2.166
C -1.042 0.408 -3.126
C -3.130 -2.518 -2.263
C -3.430 -3.919 2.996
C 0.072 -1.564 3.469
C -4.925 -2.814 -4.181
C -2.378 2.802 -0.617
C 1.466 0.107 2.873
C 2.099 3.115 -1.581
C 2.282 1.875 4.278
C 1.011 -0.469 -2.759
C -1.527 -3.301 4.332
C -0.070 3.245 2.566
C -2.911 -3.085 1.985
C -2.752 -4.004 4.213
C -0.506 3.972 -1.669
C 1.129 2.410 -0.868
C -0.653 0.887 -4.393
C 1.919 -1.166 -1.778
C 0.412 4.591 -2.499
C 4.022 -2.141 -1.142
C 2.524 0.351 2.003
C 1.337 0.908 3.988
C 1.737 4.168 -2.457
C -0.191 2.833 -0.921
C 3.275 -1.435 -2.058
C 3.376 2.027 3.458
C 3.489 1.276 2.296
C -1.842 1.842 2.562
H 0.048 5.394 -3.112
H -1.012 -3.308 5.272
H 0.960 0.905 -5.855
H 2.180 2.582 5.086
H 0.473 -1.497 4.470
H 3.113 2.909 -1.421
H 4.331 1.419 1.651
H -4.415 -4.403 2.848
H 2.590 -0.351 1.191
H 2.395 -0.443 -4.394
H 1.409 1.570 -0.212
H 0.519 0.753 4.657
H 3.857 -3.207 0.780
H -3.160 -4.558 5.054
H -2.066 0.485 -2.797
H -1.367 1.494 -4.985
H 1.520 -2.664 0.989
H 5.088 -2.195 -1.219
H 2.503 4.705 -3.061
H -3.399 2.466 -0.300
H -3.407 -2.964 1.043
H 3.744 -1.073 -2.965
*
```


Here is C34H22F5N4O2RuS2 as an isolated structure from OMol25. Energies are from wB97M-V/def2-TZVPD.

Output
- calculated total energy (Eh) = -3068.9029
- frontier orbital gap (alpha / beta) (eV) = 6.9 / 6.7
- energy above the lowest of the compared OMol25 structures with the same formula, charge and spin (kJ/mol) = 16.2

ORCA input file:
```
! RIJCOSX wB97M-V def2-TZVPD def2/J DEFGRID3
* xyz 0 2
Ru -0.260 -0.089 -0.217
S -1.627 -2.502 -1.250
S -0.354 1.097 -2.203
F -1.571 1.271 -4.867
F -1.189 -0.290 -7.008
F 1.565 -1.308 -2.458
F 1.924 -2.859 -4.597
F 0.556 -2.371 -6.899
O -0.274 -2.690 -0.749
O -1.855 -2.495 -2.669
N 0.086 -0.471 1.866
N 1.264 -0.427 2.300
N -2.021 -1.125 -0.520
N -1.630 1.300 0.368
C 4.482 0.216 0.721
C 1.714 0.367 0.088
C -0.512 -0.533 -5.884
C -4.387 -0.619 -1.055
C -3.664 3.148 0.727
C 1.071 -1.836 -4.663
C -3.495 -4.486 -1.407
C -2.602 -4.044 0.789
C -4.274 -5.764 0.493
C -2.911 0.989 -0.022
C -3.414 -5.036 1.312
C -5.245 1.544 -0.354
C -3.963 1.907 0.125
C 0.374 -1.594 -5.831
C -1.578 -0.215 5.177
C -0.610 -0.133 4.192
C -5.157 -6.841 1.060
C -2.654 -3.769 -0.570
C -2.830 -0.747 4.895
C -0.692 0.268 -4.773
C 2.198 -0.097 1.327
C -0.009 0.052 -3.579
C -3.132 -0.314 -0.588
C -1.376 2.474 0.905
C -4.298 -5.478 -0.870
C -0.896 -0.592 2.905
C 4.042 0.692 -0.514
C -5.429 0.324 -0.939
C -3.109 -1.201 3.616
C -2.148 -1.118 2.620
C 2.693 0.764 -0.827
C 3.552 -0.177 1.660
C -2.388 3.422 1.128
C 0.878 -1.018 -3.565
H -3.512 -4.261 -2.464
H -2.124 4.366 1.583
H -4.954 -6.043 -1.522
H -6.210 -6.593 0.919
H -6.407 0.059 -1.320
H -4.577 -1.582 -1.509
H -1.916 -3.505 1.429
H -4.454 3.877 0.857
H -3.373 -5.255 2.372
H 4.772 1.023 -1.244
H 5.540 0.168 0.941
H 2.395 1.149 -1.792
H -4.081 -1.617 3.384
H 0.359 0.291 4.405
H -4.977 -7.795 0.562
H -3.585 -0.800 5.669
H -4.981 -6.976 2.126
H -2.357 -1.468 1.623
H 3.839 -0.546 2.635
H -6.062 2.247 -0.262
H -1.357 0.149 6.172
H -0.343 2.671 1.155
*
```


Here is C34H23BaBr2ClN7O5S as an isolated structure in a non-equilibrium geometry from OMol25. Energies are from wB97M-V/def2-TZVPD.

Output
- calculated total energy (Eh) = -8101.0440
- frontier orbital gap (eV) = 6.6
- energy above the lowest of the compared OMol25 structures with the same formula, charge and spin (kJ/mol) = 60.6

ORCA input file:
```
! RIJCOSX wB97M-V def2-TZVPD def2/J DEFGRID3
* xyz -1 1
Ba 1.409 -0.027 0.017
Br -3.294 -0.213 -2.185
Br -2.903 -5.847 -2.007
Cl 1.931 3.746 -6.281
S 1.860 -0.824 2.857
O 2.937 0.042 -1.469
O 3.422 1.260 -7.038
O 3.517 -0.546 -5.763
O -0.591 -0.402 -0.809
O 3.190 -1.118 -3.354
N -0.473 -0.870 4.181
N -0.386 0.829 2.783
N 0.020 -1.983 4.687
N -0.055 1.351 1.695
N 0.928 -2.590 -0.298
N 1.707 2.037 -2.843
N 1.468 3.017 -3.732
C -2.055 -2.508 5.830
C 0.568 5.887 -1.606
C -0.952 -4.918 6.653
C 1.235 -4.941 -0.259
C -2.832 -3.019 -1.990
C -2.296 -1.760 -1.719
C 2.557 1.445 -4.854
C 3.210 0.714 -5.979
C -0.840 -4.053 -1.084
C -0.359 6.547 -2.397
C -2.269 4.317 1.938
C -2.547 4.534 0.593
C -0.310 -2.764 -0.815
C -0.115 4.859 -4.098
C 1.162 4.722 -2.057
C 1.699 -3.626 -0.052
C 3.089 -3.364 0.444
C -1.059 -1.557 -1.101
C 1.966 2.688 -4.953
C -0.017 -5.152 -0.760
C 2.872 -0.097 -2.717
C -1.983 3.711 -0.369
C -1.128 2.686 -0.002
C -2.255 -4.600 7.010
C 0.824 4.211 -3.305
C -2.795 -3.390 6.595
C -2.123 -4.142 -1.663
C -0.701 6.028 -3.636
C -1.445 3.273 2.319
C -0.867 2.452 1.347
C -0.745 -2.835 5.463
C 2.369 1.097 -3.489
C -0.196 -4.047 5.888
C 0.266 -0.272 3.284
H 3.655 -4.290 0.532
H 0.820 -4.298 5.607
H -0.521 -5.860 6.968
H 3.601 -2.694 -0.250
H -0.831 7.454 -2.041
H -3.805 -3.097 -2.453
H -0.719 2.015 -0.751
H 1.887 4.193 -1.455
H -1.243 3.077 3.362
H 3.306 -0.840 -4.814
H -3.813 -3.135 6.865
H -2.460 -1.565 5.491
H 1.883 -5.777 -0.028
H -2.843 -5.290 7.601
H 3.052 -2.873 1.419
H -1.428 6.535 -4.257
H -0.386 -6.155 -0.925
H 0.935 -2.274 4.342
H -2.715 4.956 2.690
H -3.207 5.341 0.300
H -0.401 4.447 -5.053
H -2.212 3.866 -1.416
H 0.831 6.273 -0.630
*
```


Here is C34H23BrCl3CrO4S3Sb as an isolated structure in a non-equilibrium geometry from OMol25. Energies are from wB97M-V/def2-TZVPD.

Output
- calculated total energy (Eh) = -8044.3308
- frontier orbital gap (alpha / beta) (eV) = 5.3 / 6.2
- energy above the lowest of the compared OMol25 structures with the same formula, charge and spin (kJ/mol) = 202.7

ORCA input file:
```
! RIJCOSX wB97M-V def2-TZVPD def2/J DEFGRID3
* xyz -2 5
Sb 1.100 -1.141 -0.696
Br -2.612 2.708 2.805
Cr -0.718 1.721 0.462
Cl -0.875 6.833 -0.104
Cl 2.803 7.129 3.769
Cl 0.676 2.371 2.434
S 1.632 1.843 -0.629
S 0.293 1.848 -2.112
S -0.221 -0.419 1.349
O -0.787 3.914 0.471
O 0.214 0.510 -2.689
O -0.995 2.155 -1.440
O 0.676 2.853 -3.070
C 2.523 -1.458 -4.953
C -3.955 1.460 2.209
C 4.496 -1.028 2.118
C -4.832 -0.183 0.701
C -1.830 -5.165 -0.516
C -6.128 0.536 2.619
C -0.538 -3.622 -1.828
C 3.385 -0.174 -2.667
C 2.485 -1.229 -2.551
C -1.428 -4.680 -1.749
C 2.818 -3.013 1.170
C -0.412 -3.552 0.553
C -2.565 -0.042 -0.879
C 1.684 4.807 2.980
C -5.994 -0.238 1.501
C 3.533 -0.732 1.168
C -1.322 -4.591 0.638
C 3.768 -3.307 2.131
C 4.607 -2.316 2.611
C -2.575 0.778 0.237
C 2.685 -1.722 0.690
C -3.599 -0.913 -1.219
C 0.096 6.035 1.074
C -4.726 -0.989 -0.443
C 0.943 6.804 1.843
C -5.088 1.397 2.981
C -3.752 0.707 1.038
C 2.074 -1.870 -3.713
C -0.018 4.619 1.190
C -0.001 -3.058 -0.681
C 1.738 6.178 2.790
C 0.811 4.071 2.211
C 3.848 0.230 -3.908
C 3.401 -0.394 -5.061
H 2.310 4.318 3.708
H -0.278 -3.227 -2.800
H 3.702 0.356 -1.775
H 2.162 -1.949 -5.850
H -5.533 -1.669 -0.692
H 5.345 -2.547 3.370
H -1.712 -0.039 -1.548
H 1.391 -2.707 -3.646
H 3.858 -4.316 2.513
H -6.784 -0.921 1.211
H 4.533 1.063 -3.990
H 0.985 7.875 1.706
H -3.492 -1.534 -2.099
H 3.708 -0.035 -6.037
H -1.656 -4.932 1.610
H -7.026 0.500 3.223
H -2.554 -5.970 -0.459
H -5.166 2.017 3.860
H 3.425 0.281 0.796
H -0.035 -3.093 1.456
H 2.176 -3.792 0.788
H -1.832 -5.104 -2.659
H 5.156 -0.251 2.478
*
```